1.
A single C8H12N2O2 molecule. Source: the Open Molecules 2025 dataset; level of theory: ωB97M-V/def2-TZVPD.

Element x y z (Å)
H: -1.25414 2.07502 0.28535
O: -1.80516 -1.68034 -2.28354
H: -0.49273 -0.42734 3.17908
H: 2.75654 -0.54631 0.07150
C: -0.51249 1.80610 -0.46396
N: 0.84603 -0.14407 -0.58707
H: 1.45731 0.48369 2.10563
C: -0.30045 -0.42688 -1.23669
H: 1.52534 -1.71676 0.62533
C: -1.09445 0.81212 -1.47787
C: -0.52309 -0.26374 2.09070
O: -0.02808 -2.66081 -1.47082
H: -0.93191 1.14519 -2.50637
H: -2.10738 -1.67345 1.42817
C: 0.68365 1.08448 0.19020
H: 2.07004 -1.75136 -1.04799
H: -2.16247 0.63597 -1.36287
C: 1.85513 -1.09130 -0.20909
H: 0.20638 1.71964 2.17706
N: -0.72223 -1.65352 -1.67783
H: 1.60055 1.67956 0.08392
H: -0.18680 2.71837 -0.96119
C: -1.37308 -0.91091 1.36449
C: 0.49347 0.78664 1.68389

Computed properties:
strongest force on any atom = 0.89 eV/Å
gap between HOMO and LUMO (alpha / beta) = 8.39 / 7.00 eV
relative energy (zero: lowest compared OMol25 entry of this formula, charge and spin) = 175.06 kcal per mole
net charge = 0
HOMO energy (alpha / beta) = -8.8 / -7.3 eV
LUMO level (alpha / beta) = -0.388 / -0.305 eV

Atom charges from the Mulliken analysis, given in e for atoms 1 to 8:
1. H 0.346
2. O -0.674
3. H 0.356
4. H 0.337
5. C -0.915
6. N 0.169
7. H 0.457
8. C -0.323


2.
11 unconnected molecules or ions with the total composition C34H66N8 in a non-equilibrium geometry. Source: the Open Molecules 2025 dataset; level of theory: ωB97M-V/def2-TZVPD.

Element x y z (Å)
H: -4.98693 -2.38016 -2.22961
H: 4.76877 -2.59757 0.11327
H: 1.58864 -2.79635 -4.14480
N: -5.44258 -0.47570 -0.72760
C: -2.58720 2.05254 3.50475
C: 3.48005 -1.39539 3.29303
H: -2.68153 -1.55149 1.47955
H: 4.24542 6.78052 2.74794
H: -3.58888 2.19849 -2.12789
H: -1.10790 0.38039 1.91660
H: -4.31797 4.98375 3.63269
H: -2.01162 0.40077 -3.86687
H: 1.18488 1.52850 2.43224
H: 5.64690 6.59312 3.71746
N: 1.42229 -7.45454 0.35659
H: 4.78117 4.22339 1.04936
H: 2.85328 -2.98816 -5.42647
H: -2.58257 -2.12688 3.07885
C: 5.10761 6.12484 2.87742
H: 2.09955 -2.54411 4.35003
C: 4.23251 -2.07554 -1.88749
H: 5.07882 -3.86492 -1.07964
H: 2.94349 2.60096 0.19863
H: -0.82028 1.69597 -6.93281
H: -1.85224 2.11581 4.34533
C: 1.77371 -3.12187 -5.21244
C: 0.78935 -5.01340 -2.02334
C: -1.61891 -0.19767 2.73988
H: -0.52724 -0.26158 -1.22770
N: 4.44921 -1.31997 2.66895
H: -2.38916 1.89087 -4.72507
C: 3.85809 2.60385 2.14616
H: 1.12450 3.15215 1.55202
H: 0.25693 -6.61998 -3.40362
H: -2.39751 3.67289 -0.28957
H: 5.53090 4.12772 3.41338
C: 0.92588 -1.34702 -0.19595
H: -3.30020 0.04547 4.03571
H: -3.08493 2.25279 0.48607
H: 4.84894 2.15964 2.06658
C: 4.38429 -3.08399 -0.82416
C: -2.65230 1.84672 -1.69557
H: 3.52921 -5.37566 1.26313
H: -1.16136 -2.26413 2.16173
H: -2.15435 2.49825 2.63948
H: 2.51492 -1.06150 5.17286
H: -3.59229 0.54414 2.36109
H: 3.56312 2.48734 3.16351
C: 2.88891 2.00174 1.13009
H: -1.40824 2.26787 0.11436
C: -0.53425 0.88613 -6.26020
C: -1.69316 1.42692 -4.05041
H: 0.98239 -7.14848 -2.04597
H: -0.60304 1.66279 -2.18484
N: 4.23921 -1.33461 -2.77661
C: -6.54719 1.23906 0.92148
C: -0.37423 1.33349 -4.81496
C: 1.88514 -6.54244 0.82943
H: -2.89519 4.66960 4.48556
H: 0.90050 1.57490 0.69277
H: -1.36391 3.15865 -2.81337
C: -2.00453 -1.60729 2.33678
C: 1.40375 2.08097 1.49313
H: 0.18186 2.27711 -4.85235
C: -5.82514 0.33355 -0.00156
N: 1.12848 -3.92075 -1.90395
H: -7.48885 1.39729 0.43314
H: -6.00822 2.15283 1.13880
N: 1.25512 -1.93779 0.75221
H: -4.20479 2.70890 4.90087
H: 5.83385 6.25973 2.03564
H: 3.96578 4.56531 3.95583
C: -4.22373 -3.04898 -2.68465
C: 4.10271 4.03770 1.92253
H: -6.71843 0.68361 1.82937
C: 2.27632 -1.53584 4.20220
H: 3.19616 4.51838 1.59367
C: 0.48769 -0.59411 -1.40001
C: 2.46720 -5.33821 1.38566
C: 1.50467 -4.52109 -5.29484
H: -0.63943 -6.62226 -1.81694
H: 1.20924 -2.58635 -5.97163
H: -2.97575 4.51630 2.77939
C: -2.84937 0.59242 3.20628
H: 2.14949 -5.21675 2.46300
H: -2.78017 0.75694 -1.62996
N: -2.14739 -1.52760 -3.09422
H: -3.90479 -3.80841 -1.97431
H: -0.89146 -0.26913 3.56705
C: -3.06520 -2.21402 -2.96977
H: 1.35761 -1.15125 3.73138
C: -2.36497 2.55065 -0.27240
H: 3.42144 -3.44548 -0.61363
H: -4.62721 2.66293 3.19205
C: -1.47273 2.09506 -2.68307
C: -3.83486 2.91332 3.89978
H: 0.38789 0.60383 -6.72294
H: 3.24814 0.98162 0.85179
H: 0.32151 0.63350 -4.30072
H: 1.19224 0.22108 -1.58776
C: 0.29042 -6.39814 -2.33543
C: -3.48290 4.31964 3.68313
H: 0.54764 -1.35671 -2.18869
C: 4.66884 4.70993 3.13919
H: -1.17649 0.00745 -6.30538
H: -4.72190 -3.54655 -3.51946
H: 1.98065 -4.53931 0.86171
N: 1.22821 -5.63299 -5.40197

Computed properties:
strongest force on any atom = 2.82 eV/Å
SMILES = CCCCCC.CCCCCC.CCCCCC.CC#N.CC#N.CC#N.CC#N.CC#N.CC#N.CC#N.CC#N
gap between HOMO and LUMO = 10.96 eV
net charge = 0
HOMO energy = -10.5 eV
LUMO level = 0.443 eV

Atom charges from the Mulliken analysis, given in e for atoms 1 to 8:
1. H 0.176
2. H 0.203
3. H -0.235
4. N -0.437
5. C -0.395
6. C 0.468
7. H 0.281
8. H 0.323


3.
2 unconnected molecules or ions with the total composition C6H13NO in a non-equilibrium geometry. Source: the Open Molecules 2025 dataset; level of theory: ωB97M-V/def2-TZVPD.

Element x y z (Å)
H: -0.04939 0.83078 -1.93318
O: 2.14612 0.01882 3.88902
N: 0.47242 0.18727 -0.02583
H: -1.28541 1.48069 -0.51668
C: -2.25518 0.70460 2.49672
H: 0.64084 -1.88697 -4.09459
H: 1.65808 -0.76736 3.97940
C: 1.07998 -0.88463 -2.19451
H: -0.02217 -0.15159 -3.96876
H: -2.16330 -0.57056 1.01224
H: 1.61758 -1.82394 -1.87321
H: 1.61625 -0.36125 -4.16142
H: -2.15424 1.50744 3.10057
H: -2.98377 0.06009 2.99768
C: -0.71579 1.04665 0.42148
C: 0.78720 -0.77653 -3.60340
C: 0.48296 0.06260 -1.40318
C: -1.70562 0.34196 1.37577
H: 2.35247 -0.14440 2.92923
H: 0.66208 -0.67998 0.59433
H: -0.18112 1.80633 0.97831

Computed properties:
strongest force on any atom = 4.58 eV/Å
spin multiplicity = 2
gap between HOMO and LUMO (alpha / beta) = 2.60 / 7.78 eV
<S²> = 0.751
relative energy (zero: lowest compared OMol25 entry of this formula, charge and spin) = 74.68 kcal per mole
net charge = -1
HOMO energy (alpha / beta) = 1.0 / -4.3 eV
LUMO level (alpha / beta) = 3.584 / 3.529 eV

Atom charges from the Mulliken analysis, given in e for atoms 1 to 8:
1. H 0.132
2. O -1.667
3. N -0.060
4. H 0.278
5. C -1.054
6. H 0.213
7. H 0.666
8. C -0.331


4.
5 unconnected molecules or ions with the total composition C21H41FN4O6P in a non-equilibrium geometry. Source: the Open Molecules 2025 dataset; level of theory: ωB97M-V/def2-TZVPD.

Element x y z (Å)
H: 3.89406 1.51362 -1.03397
C: -0.22319 -4.69825 3.94185
H: -1.39316 9.63480 0.84499
H: -1.45757 2.43371 -2.35498
C: -0.71638 2.80644 -0.30681
O: -2.43094 -5.86250 -3.49028
N: -0.70572 -3.63218 3.08966
H: -0.76434 -1.57140 3.42187
H: 0.34236 -2.09448 2.14032
H: 0.00962 5.89810 0.15176
H: -4.70907 -2.44830 -0.75696
C: 3.59310 3.85387 0.12453
H: -2.94106 8.12986 0.54739
C: -0.04217 -2.33719 3.13279
C: 1.31870 1.35849 0.42050
O: -2.71271 6.25858 -0.19670
C: -0.55194 9.04665 0.47733
C: -0.51281 -7.65440 -1.03920
C: 0.29826 2.41026 0.66849
H: 0.77849 -2.35456 3.84807
H: 0.12313 -5.05263 -2.81155
C: 1.26784 0.68713 -0.87095
H: 2.01570 -0.09596 -1.10506
H: 0.98887 7.24997 -0.46741
H: 0.52664 -5.32732 -1.09745
H: 5.72215 0.86337 1.16356
O: 2.74260 4.54608 0.58757
H: -1.76451 -1.52966 0.24687
H: 0.53147 -7.88099 -1.26819
H: -0.29314 -4.38342 4.98594
H: -0.27883 6.51824 -1.48309
C: 0.27947 1.05446 -1.87764
H: -3.28727 -0.62358 0.34018
H: -1.11425 -8.55024 -1.19486
H: -1.42882 3.61354 -0.02514
H: -4.87612 -0.91153 -1.64896
F: 3.77950 3.97437 -1.26502
H: 0.30630 2.92253 1.66244
C: -2.28119 7.34538 0.13732
O: -2.20076 -2.94038 1.51583
H: -0.09879 9.56344 -0.37241
H: 3.84346 -0.02396 2.04061
H: 0.22122 0.58960 -2.88348
H: 5.48570 3.39532 1.00008
C: -1.75479 -3.79928 2.25237
H: 4.12826 2.83025 2.02593
H: 0.18735 8.94280 1.27521
N: -2.93437 -1.63312 -1.46862
N: -0.98691 7.73180 0.05787
C: -2.45456 -0.90499 -0.30304
H: 5.11267 -0.09532 -0.52755
C: -4.35272 -1.87084 -1.61396
C: 4.47388 2.89022 0.96608
H: -2.18659 -4.81437 2.29317
O: -0.83162 -1.90161 -2.31617
C: 3.37043 0.31781 1.07057
H: 5.86552 1.81235 -0.64937
H: -0.81375 -5.60388 3.80232
C: -2.03739 -2.06582 -2.38105
H: -0.59636 -7.34500 0.00585
O: 2.21972 1.13086 1.44921
H: 0.82008 -4.91052 3.69585
H: -1.92636 -0.00857 -0.63420
C: -0.70004 2.11292 -1.59878
C: -0.00115 6.79770 -0.46506
C: -2.00236 -6.72496 -2.74861
H: 3.10571 -0.62940 0.52250
H: -4.56171 -2.42509 -2.52955
H: -2.50287 -2.60438 -3.22454
H: -2.44624 -7.73525 -2.71675
P: 4.76394 1.19932 0.08607
N: -0.96414 -6.57614 -1.89228
H: -0.99648 -4.51930 -1.54629
C: -0.28113 -5.29303 -1.82703

Computed properties:
strongest force on any atom = 3.32 eV/Å
gap between HOMO and LUMO = 5.57 eV
relative energy (zero: lowest compared OMol25 entry of this formula, charge and spin) = 0.00 kcal per mole
net charge = -1
HOMO energy = -3.6 eV
LUMO level = 1.992 eV

Atom charges from the Mulliken analysis, given in e for atoms 1 to 8:
1. H -0.136
2. C -0.996
3. H 0.302
4. H 0.297
5. C -0.330
6. O -0.566
7. N 0.174
8. H 0.292


5.
A molecular structure, C4H12O2Si2 in a non-equilibrium geometry. Source: the Open Molecules 2025 dataset; level of theory: ωB97M-V/def2-TZVPD.

Element x y z (Å)
H: -0.31230 2.71190 1.67168
C: -0.21699 -1.04360 1.66808
H: -2.18110 -0.31421 -0.97103
H: 0.60397 2.83884 0.26913
H: 0.33446 -2.69835 0.20960
C: 0.73530 -1.73956 0.63870
H: 1.72256 -1.82745 0.91187
H: 1.23685 1.90793 1.49522
C: -2.01091 0.56721 -0.53490
H: 0.20068 -1.20804 -2.77708
H: -1.01233 -1.77439 1.82590
H: -1.83254 1.28556 -1.36044
C: 0.29466 2.11813 1.03077
Si: 1.17753 -0.45030 -2.17316
H: -2.72809 0.99369 0.11745
O: 0.59713 -0.67346 -0.41957
O: 1.07174 1.04505 -2.42798
H: 0.32263 -1.02527 2.68277
Si: -0.41459 0.37355 0.38788
H: 2.41134 -1.08724 -2.24490

Computed properties:
strongest force on any atom = 4.32 eV/Å
gap between HOMO and LUMO = 9.42 eV
relative energy (zero: lowest compared OMol25 entry of this formula, charge and spin) = 55.52 kcal per mole
net charge = 0
HOMO energy = -8.8 eV
LUMO level = 0.593 eV

Atom charges from the Mulliken analysis, given in e for atoms 1 to 8:
1. H 0.401
2. C -0.750
3. H 0.390
4. H 0.372
5. H 0.250
6. C -0.297
7. H 0.328
8. H 0.321


6.
A molecular structure, C4H8O2. Source: the Open Molecules 2025 dataset; level of theory: ωB97M-V/def2-TZVPD.

Element x y z (Å)
C: -1.21545 -0.91876 0.08122
H: -1.79718 -1.71492 -0.39023
H: 0.00034 -1.28607 0.51621
O: -1.59177 0.92578 -1.15149
O: 1.39913 1.55361 -0.53030
H: 1.17535 -0.63955 1.81938
H: 0.83312 2.08654 -1.11138
H: 1.86458 -0.91824 0.13566
C: 1.08771 -0.46170 0.74994
H: -0.01393 1.36009 0.99521
C: -0.62676 0.16496 -0.78431
H: -1.66718 -0.55409 1.00755
H: 0.01967 -0.29020 -1.57708
C: 0.52158 0.77716 0.23393

Computed properties:
strongest force on any atom = 0.73 eV/Å
gap between HOMO and LUMO (alpha / beta) = 7.24 / 8.11 eV
relative energy (zero: lowest compared OMol25 entry of this formula, charge and spin) = 128.30 kcal per mole
net charge = 0
HOMO energy (alpha / beta) = -8.6 / -9.1 eV
LUMO level (alpha / beta) = -1.345 / -1.013 eV

Atom charges from the Mulliken analysis, given in e for atoms 1 to 8:
1. C -0.651
2. H 0.345
3. H 0.065
4. O -0.622
5. O -0.527
6. H 0.357
7. H 0.365
8. H 0.336


> What is the net charge in the first record?

0